Entry 1:
Below is a molecular structure, C33H40N4O2PS2Tc, with properties calculated with ωB97M-V/def2-TZVPD.

Total charge: +1
Frontier orbital gap (spin up / spin down) in Ha: 0.30482 / 0.22560
Multiplicity: 4
E_tot in Ha: -2869.33883

Each line ends with the Löwdin charge.
Geometry (Å):
1 Tc 0.399 -0.333 -0.260  0.966
2 C -3.084 -0.290 2.296  -0.069
3 N -1.757 0.316 2.329  -0.168
4 C -1.829 1.751 2.043  -0.154
5 C -0.723 2.359 1.194  -0.169
6 N -0.587 1.787 -0.187  -0.232
7 C -1.934 1.673 -0.798  -0.076
8 C 0.238 2.721 -0.969  -0.293
9 C -0.271 3.974 -1.300  -0.031
10 C 0.489 4.880 -2.019  -0.056
11 C 1.780 4.542 -2.405  -0.062
12 C 2.290 3.301 -2.082  -0.106
13 C 1.524 2.376 -1.368  -0.575
14 S 2.239 0.793 -1.068  0.634
15 C -0.984 -0.032 3.472  -0.292
16 C -1.595 -0.245 4.710  -0.021
17 C -0.863 -0.613 5.826  -0.073
18 C 0.513 -0.762 5.726  -0.082
19 C 1.131 -0.558 4.507  -0.127
20 C 0.402 -0.206 3.366  -0.570
21 S 1.373 0.015 1.901  0.654
22 H -3.810 0.214 2.945  0.098
23 H -3.027 -1.334 2.603  0.079
24 H -3.460 -0.269 1.274  0.085
25 H -1.866 2.338 2.972  0.144
26 H -2.783 1.922 1.545  0.111
27 H 0.254 2.294 1.672  0.082
28 H -0.972 3.421 1.091  0.127
29 H -2.548 2.551 -0.581  0.101
30 H -2.430 0.783 -0.417  0.070
31 H -1.827 1.598 -1.875  0.064
32 H -1.272 4.250 -1.000  0.116
33 H 0.075 5.845 -2.271  0.112
34 H 2.385 5.245 -2.959  0.113
35 H 3.289 3.022 -2.387  0.108
36 H -2.663 -0.111 4.802  0.113
37 H -1.365 -0.767 6.771  0.110
38 H 1.101 -1.036 6.591  0.111
39 H 2.202 -0.676 4.414  0.100
40 C 0.077 0.687 -3.808  -0.241
41 P -0.261 -0.680 -2.655  0.765
42 C -1.993 -1.114 -2.991  -0.223
43 C 0.658 -2.050 -3.410  -0.248
44 H -0.186 0.368 -4.818  0.060
45 H 1.134 0.941 -3.772  0.037
46 H -0.498 1.577 -3.560  0.041
47 H -2.090 -1.364 -4.048  0.061
48 H -2.653 -0.281 -2.764  0.044
49 H -2.307 -1.960 -2.382  0.031
50 H 0.393 -2.124 -4.466  0.059
51 H 0.411 -2.980 -2.903  0.037
52 H 1.727 -1.875 -3.306  0.052
53 O -2.989 -2.816 -0.287  0.091
54 C -1.916 -2.546 0.197  -0.595
55 O -1.357 -1.379 0.149  -0.257
56 C -1.151 -3.626 0.983  -0.145
57 N -0.322 -2.977 2.068  0.102
58 C -0.582 -3.697 3.353  -0.086
59 C -2.002 -4.206 3.175  -0.132
60 C -2.031 -4.644 1.710  -0.100
61 H -0.454 -4.087 0.283  0.146
62 H -0.598 -1.987 2.140  0.102
63 H 0.670 -2.943 1.796  0.139
64 H -0.428 -3.008 4.181  0.114
65 H 0.131 -4.517 3.421  0.142
66 H -2.719 -3.403 3.359  0.110
67 H -2.225 -5.017 3.864  0.126
68 H -3.029 -4.639 1.276  0.123
69 H -1.615 -5.646 1.608  0.126
70 N 5.344 -9.045 -0.322  0.176
71 C 4.801 -8.036 -0.363  -0.175
72 C 4.115 -6.773 -0.404  -0.220
73 C 2.948 -6.645 -1.154  -0.013
74 C 2.285 -5.434 -1.184  -0.023
75 C 2.777 -4.342 -0.464  -0.245
76 C 3.954 -4.479 0.279  -0.012
77 C 4.621 -5.688 0.308  -0.010
78 C 2.073 -3.095 -0.467  -0.104
79 C 1.451 -2.049 -0.430  -0.288
80 H 2.573 -7.492 -1.711  0.126
81 H 1.386 -5.323 -1.776  0.113
82 H 4.340 -3.627 0.821  0.124
83 H 5.533 -5.798 0.876  0.126



Entry 2:
Below is a molecular structure, C33H40N4P2PbTe at a distorted geometry, with properties calculated with ωB97M-V/def2-TZVPD.

Total charge: +2
Frontier orbital gap (spin up / spin down) in Ha: 0.16265 / 0.16268
E_tot in Ha: -2643.26697

Each line ends with the Löwdin charge.
Geometry (Å):
1 Pb -0.379 2.483 -3.329  1.504
2 C -1.912 1.828 -6.739  -0.124
3 C -2.021 0.494 -6.666  -0.128
4 C -1.048 -0.487 -7.238  -0.173
5 C 0.453 -0.250 -6.996  -0.159
6 C 0.935 0.644 -5.887  -0.140
7 C 0.868 1.999 -5.906  -0.264
8 C 0.498 2.731 -7.151  -0.172
9 C -0.944 2.503 -7.670  -0.160
10 C 0.384 2.515 -1.046  -0.327
11 H -2.606 2.515 -6.243  0.095
12 H -2.936 0.034 -6.293  0.101
13 H -1.201 -0.591 -8.321  0.129
14 H -1.314 -1.481 -6.854  0.104
15 H 0.901 -1.243 -6.845  0.115
16 H 0.897 0.083 -7.940  0.123
17 H 1.657 0.182 -5.215  0.058
18 H 1.386 2.648 -5.183  0.043
19 H 1.210 2.480 -7.952  0.134
20 H 0.638 3.799 -6.955  0.113
21 H -1.349 3.487 -7.958  0.122
22 H -0.841 1.948 -8.612  0.121
23 H -0.542 2.506 -0.468  -0.056
24 H 0.916 3.455 -0.842  -0.001
25 H 0.964 1.652 -0.673  -0.101
26 P 1.844 -0.383 -1.903  1.043
27 P -1.575 -1.313 -1.497  0.737
28 N 3.179 0.601 -2.941  -0.193
29 N 3.006 -1.635 -1.581  -0.300
30 N -2.173 0.172 -2.252  -0.205
31 N -3.024 -2.224 -1.503  -0.251
32 C 0.737 -1.151 -3.187  -0.389
33 C -0.500 -2.025 -2.783  -0.290
34 C 3.507 1.920 -2.614  -0.186
35 C 4.419 2.424 -3.535  -0.087
36 C 4.679 1.383 -4.474  -0.075
37 C 3.905 0.286 -4.088  -0.165
38 C 3.901 -1.532 -0.497  -0.136
39 C 4.513 -2.760 -0.293  -0.064
40 C 3.992 -3.665 -1.283  -0.060
41 C 3.074 -2.949 -2.048  -0.140
42 C -2.273 1.465 -1.709  -0.264
43 C -2.990 2.277 -2.618  -0.148
44 C -3.235 1.471 -3.767  -0.117
45 C -2.666 0.231 -3.544  -0.180
46 C -3.971 -2.385 -2.526  -0.114
47 C -5.059 -3.084 -2.031  -0.033
48 C -4.774 -3.401 -0.659  -0.041
49 C -3.525 -2.877 -0.365  -0.129
50 H 1.402 -1.740 -3.833  0.081
51 H 0.342 -0.322 -3.794  0.013
52 H -1.102 -2.247 -3.686  0.110
53 H -0.178 -3.000 -2.382  0.106
54 H 3.085 2.418 -1.755  0.082
55 H 4.839 3.424 -3.530  0.103
56 H 5.347 1.457 -5.325  0.105
57 H 3.849 -0.691 -4.547  0.108
58 H 4.021 -0.596 0.016  0.103
59 H 5.239 -2.999 0.476  0.106
60 H 4.252 -4.711 -1.403  0.105
61 H 2.473 -3.249 -2.887  0.090
62 H -2.103 1.583 -0.653  0.089
63 H -3.358 3.288 -2.460  0.132
64 H -3.790 1.767 -4.652  0.119
65 H -2.566 -0.633 -4.187  0.093
66 H -3.795 -2.000 -3.514  0.090
67 H -5.960 -3.328 -2.584  0.117
68 H -5.422 -3.941 0.022  0.115
69 H -2.922 -2.886 0.529  0.070
70 Te -0.442 -0.929 0.644  1.229
71 C -0.326 -0.086 2.652  -0.505
72 C -1.273 0.648 3.384  -0.110
73 C -1.113 0.793 4.781  -0.045
74 C -0.013 0.191 5.417  -0.043
75 C 1.003 -0.436 4.663  -0.040
76 C 0.850 -0.552 3.270  -0.163
77 H -2.131 1.070 2.873  0.102
78 H -1.873 1.327 5.365  0.124
79 H 0.059 0.184 6.509  0.123
80 H 1.889 -0.890 5.138  0.130
81 H 1.592 -1.073 2.658  0.088



Entry 3:
Below is a molecular structure, C33H41AsBMnN5OPS, with properties calculated with ωB97M-V/def2-TZVPD.

Total charge: +1
Frontier orbital gap (spin up / spin down) in Ha: 0.30427 / 0.28941
Multiplicity: 2
E_tot in Ha: -5782.17474

Each line ends with the Löwdin charge.
Geometry (Å):
1 Mn 0.503 0.116 0.231  0.232
2 B 1.385 3.179 1.242  -0.387
3 N 0.809 3.063 -0.197  -0.065
4 C 0.553 4.062 -1.036  -0.067
5 C -0.182 3.577 -2.106  -0.040
6 C -0.351 2.233 -1.818  -0.185
7 N 0.231 1.919 -0.643  -0.073
8 N 2.450 2.056 1.395  -0.053
9 C 3.645 2.153 1.971  -0.058
10 C 4.166 0.876 2.140  -0.028
11 C 3.185 0.046 1.626  -0.149
12 N 2.139 0.763 1.183  -0.060
13 H 1.942 4.238 1.339  0.078
14 H 0.510 3.023 2.063  0.061
15 H 0.910 5.053 -0.811  0.128
16 H -0.531 4.120 -2.966  0.100
17 H -0.845 1.485 -2.409  0.051
18 H 4.040 3.124 2.221  0.128
19 H 5.120 0.598 2.553  0.102
20 H 3.208 -1.028 1.526  0.112
21 C -1.599 0.949 2.632  -0.066
22 C -1.132 -0.205 3.510  -0.384
23 C -1.096 0.263 4.967  -0.051
24 C 0.260 -0.707 3.134  -0.248
25 C 0.733 -1.854 4.036  -0.055
26 O 1.187 -2.869 3.118  0.019
27 C 0.954 -2.431 1.878  -0.342
28 N 0.406 -1.278 1.756  0.073
29 C 1.364 -3.412 0.842  -0.138
30 C 1.422 -4.744 1.267  -0.007
31 C 1.752 -5.757 0.386  -0.042
32 C 2.048 -5.454 -0.933  -0.041
33 C 2.006 -4.138 -1.359  -0.088
34 C 1.669 -3.096 -0.492  -0.275
35 P 1.645 -1.387 -1.136  1.065
36 C 1.023 -1.627 -2.838  -0.361
37 C -0.039 -2.496 -3.086  -0.150
38 C -0.559 -2.633 -4.360  -0.076
39 C -0.031 -1.891 -5.409  -0.069
40 C 1.025 -1.027 -5.175  -0.063
41 C 1.556 -0.900 -3.897  -0.065
42 C 3.389 -0.911 -1.359  -0.358
43 C 4.454 -1.804 -1.327  -0.071
44 C 5.756 -1.345 -1.475  -0.065
45 C 6.001 0.006 -1.669  -0.065
46 C 4.941 0.903 -1.709  -0.060
47 C 3.643 0.449 -1.547  -0.119
48 H -2.596 1.278 2.933  0.094
49 H -1.656 0.691 1.575  0.013
50 H -0.930 1.806 2.741  0.058
51 H -1.828 -1.054 3.436  0.129
52 H -0.404 1.101 5.071  0.098
53 H -0.788 -0.518 5.663  0.076
54 H -2.081 0.607 5.281  0.090
55 H 0.944 0.142 3.206  0.141
56 H -0.070 -2.286 4.633  0.129
57 H 1.574 -1.600 4.677  0.142
58 H 1.197 -4.982 2.296  0.124
59 H 1.780 -6.781 0.734  0.116
60 H 2.318 -6.236 -1.630  0.117
61 H 2.233 -3.908 -2.392  0.119
62 H -0.454 -3.083 -2.276  0.076
63 H -1.376 -3.320 -4.541  0.104
64 H -0.438 -1.995 -6.406  0.110
65 H 1.449 -0.451 -5.987  0.111
66 H 2.393 -0.234 -3.739  0.100
67 H 4.284 -2.861 -1.166  0.098
68 H 6.579 -2.047 -1.436  0.109
69 H 7.016 0.361 -1.784  0.110
70 H 5.125 1.960 -1.847  0.113
71 H 2.826 1.164 -1.546  0.100
72 C -1.974 -3.575 0.426  -0.219
73 As -2.789 -1.998 -0.317  0.776
74 C -4.089 -1.443 0.989  -0.228
75 C -3.771 -2.596 -1.856  -0.234
76 S -1.543 -0.407 -0.925  0.362
77 H -2.751 -4.325 0.572  0.053
78 H -1.526 -3.320 1.382  0.028
79 H -1.210 -3.956 -0.248  0.028
80 H -4.838 -2.223 1.122  0.048
81 H -4.555 -0.524 0.641  0.049
82 H -3.577 -1.253 1.929  0.018
83 H -4.482 -3.366 -1.561  0.048
84 H -3.066 -2.989 -2.586  0.022
85 H -4.292 -1.743 -2.285  0.048